Record 1
The following is a DFT calculation (ωB97M-V/def2-TZVPD) of C23H16BrF10N2P2Pt as an isolated structure at a distorted geometry.

Element x y z (Å)
H  5.36863  0.39167  -5.03387
C  -2.70167  -3.51843  2.03283
C  -0.87497  2.09027  2.07723
H  1.77313  -2.24583  0.73403
C  -3.60767  1.82127  2.08993
F  -1.11377  1.43707  -3.10387
C  -2.95407  -4.25923  0.85923
H  0.18663  2.28247  1.94493
H  2.10213  -0.06983  5.16603
F  -1.68837  -1.63983  3.04073
H  -3.68167  3.80367  2.95673
H  3.59013  -1.96973  4.58893
C  -2.39647  -3.81163  -0.35657
C  4.25833  -0.48303  -3.39477
H  0.26763  2.02947  -4.06037
F  0.03013  2.34457  -1.28417
C  0.97203  -0.22773  3.35553
C  3.41243  1.23917  -4.79407
C  -1.67347  3.09127  2.62513
H  0.24173  0.49037  3.70463
F  -3.69187  -5.32313  0.89403
C  2.01553  -0.56773  4.20743
C  2.90883  -1.56553  3.83823
C  2.87403  -2.12323  2.56713
H  -3.30727  0.03267  0.95443
C  4.44373  0.39417  -4.46217
F  -1.89357  3.53917  -0.74727
H  -4.67917  1.65577  2.21173
C  3.04333  -0.43343  -2.68107
F  -2.60817  -4.48283  -1.45627
H  2.92283  -1.08593  -1.81937
C  2.16863  1.21337  -4.05747
C  -1.42867  0.90327  1.58633
H  3.49103  1.91997  -5.63457
C  -1.60267  -2.66023  -0.40517
C  1.84383  -1.77963  1.70773
N  1.20073  1.99377  -4.46917
P  -0.34927  -0.35843  0.82193
C  0.90433  -0.81243  2.09213
F  -0.89467  3.69657  -2.89147
F  -3.17257  -3.90423  3.18283
F  -1.99367  1.27877  -1.06767
Pt  0.20623  0.06757  -1.57517
C  -3.06247  3.00257  2.57063
H  5.02023  -1.19653  -3.10747
N  2.03293  0.36327  -2.98277
C  -2.82427  0.82637  1.51043
H  3.62473  -2.83493  2.24573
H  -1.22027  3.94837  3.12103
F  -3.01717  2.69467  -2.61507
C  -1.36637  -1.89373  0.74743
H  1.34753  2.62177  -5.25927
P  -1.61757  2.64837  -1.99617
C  -1.92287  -2.35603  1.94593
Br  -0.90667  -2.21863  -2.12587

Frontier orbital gap (spin up / spin down): 3.17 / 2.10 eV
Total charge: +4
2S+1: 2

Record 2
The following is a DFT calculation (ωB97M-V/def2-TZVPD) of C23H16Cl3DyI3N6OS as an isolated structure at a distorted geometry.

Element x y z (Å)
C  8.37679  11.56873  16.93210
H  3.99471  10.05456  13.53798
C  8.28524  14.15057  9.98160
C  8.09110  15.50656  9.65238
Cl  6.72934  15.36120  5.83599
C  8.20908  6.26612  9.53670
I  11.35796  10.01536  12.25881
C  7.21062  13.50737  7.84093
C  5.86121  10.80846  13.89868
C  9.10661  7.18938  9.02290
C  9.03851  8.61010  11.05602
H  7.17937  9.95789  9.30338
C  6.57603  11.20473  7.65035
I  8.36624  16.90130  11.21255
I  14.01197  11.52143  14.68920
H  7.53677  10.87790  17.10615
H  6.90170  5.93844  11.16660
C  10.77487  14.15541  13.63857
H  9.30528  11.12119  17.34023
H  10.60956  12.85920  17.10466
Cl  10.57210  9.36375  8.89808
C  11.72729  14.61054  14.49752
H  4.53283  9.94648  15.23149
Cl  7.49794  7.72245  13.15874
N  7.83437  11.58362  14.52687
H  12.40918  15.36703  14.05647
C  8.63062  11.91372  15.47536
H  7.90674  5.47293  8.90590
H  10.77355  14.49739  12.61834
N  9.88846  13.20058  13.86246
C  9.50945  8.29476  9.73688
C  7.78157  13.17193  9.06808
H  7.52056  16.92016  8.24327
N  9.35368  9.69987  11.74347
C  9.82991  12.77254  15.12495
H  6.11592  10.35341  7.19550
S  5.82081  11.54438  12.27868
N  4.67322  10.23730  14.26467
H  9.54491  7.16332  8.03357
O  8.86410  13.75041  11.06655
H  6.07658  12.71966  6.18591
C  7.57800  15.87880  8.39325
C  6.57310  12.49427  7.12704
N  6.75622  10.84726  14.86981
C  7.22765  10.94606  8.87053
H  8.23427  12.51126  17.49704
C  11.70940  14.09810  15.75015
Dy  8.49627  11.85522  12.18917
C  8.05093  7.67680  11.50285
H  12.53051  14.39874  16.39171
C  7.64505  6.60228  10.75270
C  10.66299  13.24939  16.11335
N  7.73766  11.91493  9.59603
C  7.19399  14.91217  7.48436

Frontier orbital gap (spin up / spin down): 5.97 / 5.98 eV
Total charge: -1
2S+1: 6

Record 3
The following is a DFT calculation (ωB97M-V/def2-TZVPD) of C23H16EuO5P as an isolated structure at a distorted geometry.

Element x y z (Å)
Eu  -0.05382  -0.06536  -0.50345
C  -0.97415  2.25158  3.02791
O  -0.34985  -3.98387  -0.59175
H  0.70674  2.20520  5.23658
C  2.28262  1.54455  3.90397
O  0.92692  0.02843  -5.17870
C  2.36343  -1.84863  2.10548
H  2.21690  3.38630  6.77756
C  1.76903  2.19635  5.03619
C  -2.59625  0.38371  4.30185
H  2.00453  -3.34469  5.66841
C  2.85428  -3.11953  2.38360
C  -1.32418  -0.00455  3.86972
C  0.58467  0.01852  -4.06987
C  2.11873  -2.91460  4.67246
H  -0.96850  -1.02115  4.03140
C  4.53145  2.26494  4.51678
C  2.14545  -0.03252  -1.90007
C  -2.55071  -0.08894  0.28383
C  -3.06464  1.68319  4.10552
C  2.74184  -3.66184  3.67011
H  5.60414  2.30672  4.31023
H  -2.63000  3.62527  3.24615
C  -0.24092  -2.83519  -0.65686
P  1.24747  0.62341  2.69682
C  4.00402  2.89617  5.65430
C  1.72291  -1.09626  3.11980
C  -0.25136  2.49964  -0.55297
O  -0.28031  3.65818  -0.56860
H  -3.23220  -0.35723  4.79694
C  1.61714  -1.63365  4.41235
H  -0.33882  3.00279  2.54375
H  -4.07343  1.96756  4.44220
H  1.14100  -1.07005  5.20616
H  3.11104  -4.67636  3.87504
O  -3.57983  -0.11720  0.79624
H  4.09346  1.14711  2.75417
H  2.48308  -1.42706  1.09952
H  3.31678  -3.69913  1.57974
O  3.23701  0.07103  -2.29072
H  4.66756  3.45516  6.32294
C  2.63036  2.86392  5.91013
C  -2.25554  2.61374  3.43986
C  3.67084  1.60305  3.64230
H  -1.23511  0.00466  -2.05038
C  -0.48600  0.93983  3.24976

Frontier orbital gap (spin up / spin down): 4.32 / 5.60 eV
Total charge: +2
2S+1: 7

Record 4
The following is a DFT calculation (ωB97M-V/def2-TZVPD) of C23H16MoO6P as an isolated structure at a distorted geometry.

Element x y z (Å)
C  -2.12663  -0.75526  -3.43398
O  -1.22147  -0.36107  -4.06129
H  -1.38934  -0.91673  1.59550
H  -1.98833  0.72464  0.77477
O  -3.50593  -0.82018  0.60587
C  0.57000  -3.46536  2.72838
C  5.07467  1.17076  -0.90394
O  -4.04508  1.52265  -1.32624
C  -3.95481  -2.46730  -4.50589
H  2.71623  -1.85436  0.61648
H  5.23920  1.35809  1.25461
P  0.66457  0.17172  -0.11430
C  1.74123  -3.14774  2.03238
C  -0.04737  1.65657  0.62949
Mo  -3.76411  -1.48360  -2.61168
C  0.68686  -1.19419  1.07310
C  -1.42097  1.64522  0.88823
H  2.17968  0.35539  -2.54290
C  -4.06191  0.36982  -1.54824
H  -1.88044  4.86134  1.88889
O  -0.07931  -0.23098  -1.35047
C  0.00976  3.99306  1.26064
H  0.51904  -4.33982  3.38022
O  -2.39941  -3.83973  -1.07217
H  -1.49411  -2.90692  3.03787
H  0.56065  4.91387  1.42109
C  2.39148  0.54801  -0.41672
H  -3.14521  2.76599  1.44974
C  0.66717  2.85484  0.78406
C  -0.50069  -1.52824  1.73759
H  1.73292  2.89789  0.56768
O  -3.94122  -2.99211  -5.53505
H  4.58172  0.90183  -2.99631
C  2.87253  0.58023  -1.73163
C  1.79948  -2.04546  1.17806
C  -1.35636  3.97139  1.53762
C  -4.35915  -0.66832  -0.26285
H  2.61073  -3.79629  2.12675
C  -2.91859  -2.95699  -1.63494
C  -0.55374  -2.64934  2.56145
H  -5.43524  -0.70656  -0.04681
C  4.59118  1.14277  0.40679
H  6.12158  1.41311  -1.09072
C  3.25197  0.82470  0.64952
C  -2.07262  2.80006  1.30176
C  4.21364  0.88863  -1.97086
H  2.86576  0.79398  1.66846

Frontier orbital gap (spin up / spin down): 2.83 / 2.47 eV
Total charge: +3
2S+1: 3

Record 5
The following is a DFT calculation (ωB97M-V/def2-TZVPD) of C23H16O5SbTl as an isolated structure at a distorted geometry.

Element x y z (Å)
O  -3.52470  0.80287  -1.75561
Sb  -0.04697  0.42575  -0.04887
H  -0.50945  2.38452  -4.28351
C  2.33465  0.42592  -4.77160
C  2.47959  1.58603  1.55879
O  3.42001  0.15854  -5.03283
O  1.56842  3.29551  -2.08489
C  -1.84923  0.49867  -6.51547
C  -2.56265  1.01525  -2.33361
H  -2.35346  -1.11684  1.79450
H  -1.98659  2.28784  1.50763
O  2.03773  -2.47314  -1.04893
C  -2.26335  -1.75869  0.91687
H  -3.20535  2.15550  3.65504
H  5.86328  1.72119  1.08918
H  4.12766  2.25997  2.80291
C  4.43112  1.05296  -0.37348
C  -2.34713  1.50483  3.47488
H  -0.74895  -2.01960  -2.12493
C  0.77200  2.56473  -2.44501
C  3.07545  0.80609  -0.63879
C  -3.00062  -2.95721  0.89945
H  1.73868  1.81095  2.32439
C  -1.65482  1.57749  2.26188
C  -1.94481  0.59033  4.45189
H  5.18445  0.84640  -1.14199
H  -3.59070  -3.26122  1.76897
H  -2.22715  -3.97910  -2.26836
H  0.77119  -0.73381  2.89615
C  -0.58978  0.70252  2.00302
C  -1.39824  -2.24254  -1.26965
C  -0.81211  -0.20066  4.24362
C  1.42300  -1.59213  -0.65313
C  4.80742  1.55415  0.87668
H  -0.47755  -0.89317  5.02117
H  -3.55233  -4.69483  -0.27380
C  -2.21330  -3.38599  -1.34903
C  -1.42771  -1.43321  -0.14359
C  2.11583  1.03988  0.33250
C  3.83412  1.83928  1.83887
C  -0.11608  -0.12013  3.02988
C  -2.97761  -3.76594  -0.24056
H  2.80139  0.42463  -1.62869
Tl  -0.42077  0.37130  -4.23694
H  -2.51206  0.49708  5.37608
O  -2.47256  0.42804  -7.46110

Frontier orbital gap (spin up / spin down): 5.58 / 5.28 eV
Total charge: +2

Record 6
The following is a DFT calculation (ωB97M-V/def2-TZVPD) of C23H17AuN3O3S as an isolated structure at a distorted geometry.

Element x y z (Å)
H  16.64491  15.59628  3.63786
H  14.99808  20.80295  3.53190
H  9.64755  16.92474  3.55958
C  10.85746  8.09040  3.20164
C  18.23734  17.10415  3.59656
N  15.94289  17.57368  3.55276
C  7.91576  18.23433  3.53224
C  13.74899  12.37646  3.65852
H  11.81177  12.88936  3.00226
C  8.40682  20.56473  3.60180
H  19.03168  16.38398  3.58938
C  12.09512  10.70348  3.08288
O  10.32660  8.49004  2.21879
C  10.25086  18.99164  3.54542
S  12.59037  7.92915  3.41103
H  11.15643  10.38369  2.66836
H  19.54027  18.81216  3.62134
C  14.28427  10.02021  3.94180
H  9.94413  8.64675  5.07664
H  8.11466  21.61564  3.67464
C  14.02394  13.80667  3.60736
N  13.86822  19.02037  3.50930
C  17.48802  19.41584  3.57538
C  9.29225  17.96287  3.51904
H  17.66796  20.48905  3.54081
C  14.69461  11.36874  3.94647
O  10.53574  21.41201  3.56229
C  16.92421  16.64890  3.56533
C  9.98228  7.76871  4.42546
O  11.91409  17.36561  3.58222
C  12.45002  12.01862  3.23397
H  15.71546  11.68170  4.20163
C  16.18714  18.90773  3.54228
H  11.44579  21.04200  3.51528
H  14.95914  9.21638  4.23972
C  9.76164  20.27454  3.55715
C  14.10200  15.03970  3.57474
C  13.01698  9.64618  3.42789
H  7.22868  17.37954  3.52783
C  7.45661  19.55553  3.56826
H  6.37976  19.77023  3.57526
C  14.99235  19.70918  3.51271
C  18.51026  18.46849  3.61388
N  12.61699  19.57691  3.55255
H  8.94246  7.50581  4.13002
Au  13.99806  16.99624  3.56358
C  11.67100  18.62276  3.54250
H  10.43749  6.96570  5.01817

Frontier orbital gap (spin up / spin down): 6.04 / 3.53 eV
Total charge: +1
2S+1: 3

- Among the records above, which one has the lowest total charge?
  C23H16Cl3DyI3N6OS

- Among the records above, which one has the highest total charge?
  C23H16BrF10N2P2Pt

- Among the records above, which one has the highest total charge?
  C23H16BrF10N2P2Pt